A 2-piece molecular cluster, C4H12 overall. Source: OMol25; level of theory: wB97M-V/def2-TZVPD.

Results
* SMILES string: CC.CC
* energy: -4340.67811 eV
* gap between HOMO and LUMO: 12.050 eV
* relative energy (zero: lowest compared OMol25 entry of this formula, charge and spin): 42.7 kcal/mol

Bonds (Å) are listed after each position.
Element x y z (Å)
1 C -1.273 1.259 -1.782  C2 1.552, H3 1.018, H4 1.049, H5 1.115
2 C -0.844 0.085 -2.702  C1 1.552, H6 1.142, H7 1.066, H8 1.110
3 H -0.519 1.474 -1.133  C1 1.018
4 H -1.218 2.144 -2.342  C1 1.049
5 H -2.340 1.154 -1.475  C1 1.115
6 H -1.628 -0.166 -3.493  C2 1.142
7 H 0.087 0.281 -3.181  C2 1.066
8 H -0.972 -0.800 -2.043  C2 1.110
9 C 0.422 -0.904 1.882  C10 1.684, H11 1.111, H12 1.138, H13 1.080
10 C 1.839 -0.459 2.675  C9 1.684, H14 1.001, H15 1.014, H16 1.083
11 H -0.483 -0.794 2.518  C9 1.111
12 H 0.111 -0.480 0.872  C9 1.138
13 H 0.729 -1.873 1.519  C9 1.080
14 H 2.640 -0.083 2.209  C10 1.001
15 H 2.087 -1.214 3.303  C10 1.014
16 H 1.361 0.376 3.173  C10 1.083